Entry 1:
DFT (wB97M-V/def2-TZVPD) results for one molecule with the formula C2H3NO2.

total charge: 0
M: 73.05 g mol⁻¹
gap between HOMO and LUMO: 10.991 eV
structure (SMILES): O=CNC=O
HOMO level: -0.3787 Eh
energy above the lowest of the compared OMol25 structures with the same formula, charge and spin: 5.5 kJ/mol

Last column: Mulliken charge in e.
Element x y z (Å)
O  0.546951  -1.769729  -1.337463  -0.498
C  0.208666  -0.692260  -0.917243  0.067
N  0.041144  -0.378217  0.434794  -0.085
C  -0.355983  0.904223  0.768423  0.127
O  -0.625905  1.745459  -0.056806  -0.507
H  -0.011586  0.194761  -1.527037  0.334
H  0.233923  -1.066058  1.154416  0.226
H  -0.404318  1.096887  1.851384  0.338

Cartesian forces (eV/Å) of the 2 atoms listed first:
-0.1 0.4 0.4
0.1 -0.3 -0.1

***

Entry 2:
DFT (wB97M-V/def2-TZVPD) results for a 3-piece molecular cluster, C4H12NO2S overall in a non-equilibrium geometry.

total charge: -1
M: 138.21 g mol⁻¹
gap between HOMO and LUMO: 6.629 eV
HOMO level: -0.1546 Eh
energy above the lowest of the compared OMol25 structures with the same formula, charge and spin: 251.3 kJ/mol

Last column: Mulliken charge in e.
Element x y z (Å)
C  -0.376870  0.679358  1.229028  -1.490
C  -0.706263  0.387043  -0.263992  0.666
C  -1.951864  -0.494103  -0.479804  -0.916
S  -3.437625  -0.048562  0.325594  -0.236
N  0.395649  0.065823  -1.173808  -0.518
C  1.191982  -1.116801  -0.811250  -0.420
O  1.869683  -0.961210  0.404642  -0.617
H  -1.294107  0.945616  1.751866  0.484
H  0.047353  -0.231802  1.660774  0.324
H  0.455534  1.408304  1.259641  0.321
H  -1.044158  1.397432  -0.590655  0.079
H  -2.189797  -0.469200  -1.551338  0.389
H  -1.693137  -1.575179  -0.375164  0.270
H  -2.866411  -0.849563  1.945068  0.094
H  1.055819  0.850231  -1.110446  0.464
H  0.562505  -2.006038  -0.763798  0.305
H  1.855461  -1.219692  -1.685356  0.260
H  3.372948  1.743507  -0.154972  0.091
H  2.283648  0.011586  0.340658  0.428
O  2.469649  1.483256  0.043311  -0.977

Cartesian forces (eV/Å) of the 2 atoms listed first:
0.8 -1.2 -0.6
-0.6 2.0 0.3

***

Entry 3:
DFT (wB97M-V/def2-TZVPD) results for one molecule with the formula C5H5NO in a non-equilibrium geometry.

total charge: 0
M: 95.10 g mol⁻¹
gap between HOMO and LUMO (alpha / beta): 7.702 / 8.678 eV
HOMO level (alpha / beta): -0.3040 / -0.3444 Eh
energy above the lowest of the compared OMol25 structures with the same formula, charge and spin: 611.8 kJ/mol

Last column: Mulliken charge in e.
Element x y z (Å)
O  -0.499804  -0.394936  2.334830  -0.479
C  -0.186207  -0.414778  1.193947  0.184
C  -1.115773  -0.505686  -0.079942  0.083
C  -2.162676  -0.863672  -0.619419  -0.340
C  1.102215  -0.110580  0.331103  0.233
C  0.277022  0.400176  -0.828288  -0.699
N  2.036140  0.868799  0.466928  -0.642
H  -3.062630  -1.177399  -1.105003  0.400
H  1.544397  -1.087714  0.091570  0.369
H  -0.066372  1.428744  -0.728634  0.319
H  0.572212  0.138754  -1.843737  0.300
H  1.561475  1.718292  0.786647  0.273

Cartesian forces (eV/Å) of the 2 atoms listed first:
0.3 0.0 -0.2
-0.5 0.1 -0.4

***

Entry 4:
DFT (wB97M-V/def2-TZVPD) results for one molecule with the formula C3H4ClNOS in a non-equilibrium geometry.

total charge: 0
M: 137.59 g mol⁻¹
gap between HOMO and LUMO: 7.637 eV
structure (SMILES): O/N=C\C(=S)CCl
HOMO level: -0.3247 Eh
energy above the lowest of the compared OMol25 structures with the same formula, charge and spin: 226.5 kJ/mol

Last column: Mulliken charge in e.
Element x y z (Å)
O  -2.413932  -0.403584  -0.662002  -0.299
N  -1.576269  -1.328642  -0.110817  -0.387
C  -0.422356  -0.782722  0.152959  -0.109
C  0.110111  0.574142  -0.034107  0.401
S  -0.716376  1.919088  -0.410923  -0.217
C  1.609348  0.698082  0.371244  -0.536
Cl  2.662043  -0.293950  -0.689125  -0.174
H  -3.245009  -0.884975  -0.846407  0.349
H  0.263341  -1.537187  0.564662  0.324
H  1.981521  1.720050  0.263934  0.345
H  1.747583  0.319699  1.400580  0.304

Cartesian forces (eV/Å) of the 2 atoms listed first:
-1.0 -0.5 -0.3
1.2 1.5 0.1

***

Entry 5:
DFT (wB97M-V/def2-TZVPD) results for C24H28I3N2OTc as an isolated structure in a non-equilibrium geometry.

total charge: +1
M: 839.21 g mol⁻¹
gap between HOMO and LUMO (alpha / beta): 6.863 / 6.787 eV
HOMO level (alpha / beta): -0.3889 / -0.3884 Eh
energy above the lowest of the compared OMol25 structures with the same formula, charge and spin: 153.1 kJ/mol
2S+1: 2

Last column: Mulliken charge in e.
Element x y z (Å)
Tc  0.642067  0.737249  0.502486  -0.705
C  -1.901800  1.633242  -0.014242  0.656
C  -2.220880  0.914882  -1.133461  1.436
C  -1.832724  -0.459384  -0.939511  0.867
C  -1.366510  -0.629375  0.353398  -0.175
C  -1.357130  0.689093  1.004841  2.281
C  -1.937520  0.828743  2.397748  -2.057
C  -1.231750  -1.949019  1.064805  -1.383
C  -2.006066  -1.514760  -1.982413  -1.894
C  -2.951070  1.403596  -2.341535  -1.849
C  -2.121578  3.099398  0.186252  -2.307
H  -1.758933  1.817217  2.821397  0.372
H  -1.542032  0.080297  3.081146  0.514
H  -3.020044  0.687597  2.350424  0.402
H  -0.952246  -2.762867  0.391657  0.478
H  -2.191065  -2.238408  1.504040  0.350
H  -0.514169  -1.915228  1.883263  0.344
H  -1.267259  -1.385916  -2.779798  0.157
H  -2.988675  -1.430869  -2.448640  0.440
H  -1.902953  -2.522076  -1.582495  0.377
H  -2.506563  1.029117  -3.263106  0.358
H  -2.969624  2.489392  -2.391529  0.458
H  -3.986009  1.049455  -2.310855  0.392
H  -1.801200  3.432095  1.172283  0.299
H  -3.181052  3.344918  0.081461  0.465
H  -1.573462  3.682151  -0.556702  0.363
I  0.891157  -2.390001  -6.401814  0.134
C  0.974600  -1.142811  -4.736788  -0.645
C  0.481757  0.158320  -4.813782  -0.088
C  0.509864  0.979191  -3.695081  -0.226
I  0.016808  2.991771  -3.847183  0.118
C  0.984849  0.493224  -2.470185  0.864
O  0.905740  1.242403  -1.365715  -0.524
C  1.597424  -0.765962  -2.446711  0.046
C  2.408800  -1.113386  -1.240021  -1.341
N  1.616663  -1.139761  0.025284  0.651
C  2.430247  -1.726075  1.115388  -0.697
C  1.954931  -1.264264  2.459679  0.320
C  2.323309  -1.917987  3.620869  -1.049
C  1.954525  -1.379863  4.841836  -0.435
C  1.233425  -0.193263  4.855499  -1.116
C  0.888501  0.389251  3.654120  -0.276
N  1.215666  -0.143415  2.465734  0.787
C  1.574357  -1.584785  -3.567850  -0.758
H  0.092981  0.538470  -5.748869  0.450
H  3.199065  -0.370350  -1.095781  0.462
H  2.881906  -2.088947  -1.380291  0.480
H  0.808890  -1.738027  -0.143690  0.032
H  3.462855  -1.400640  0.973480  0.431
H  2.423956  -2.816485  1.056599  0.495
H  2.904554  -2.828396  3.561496  0.519
H  2.234569  -1.868643  5.765429  0.430
H  0.936830  0.277548  5.781565  0.465
H  0.322389  1.308882  3.631452  0.511
H  2.045363  -2.559764  -3.533876  0.452
I  1.683164  4.114515  0.096715  0.019
C  1.150433  2.527542  1.423914  -1.239
H  2.011537  2.402595  2.080962  0.645
H  0.319150  2.898572  2.026697  0.444

Cartesian forces (eV/Å) of the 2 atoms listed first:
-0.7 -1.3 -0.6
0.3 0.0 0.1

***

Entry 6:
DFT (wB97M-V/def2-TZVPD) results for C21H28F3O4Rh as an isolated structure in a non-equilibrium geometry.

total charge: 0
M: 504.35 g mol⁻¹
gap between HOMO and LUMO (alpha / beta): 7.774 / 8.299 eV
HOMO level (alpha / beta): -0.2665 / -0.3245 Eh
2S+1: 5

Last column: Mulliken charge in e.
Element x y z (Å)
O  0.374770  0.046967  -4.942432  -0.394
C  0.175970  1.351267  -5.527432  -0.405
C  -0.068430  0.758867  -6.910832  -0.878
H  1.064870  1.978867  -5.430632  0.282
H  -0.672730  1.872267  -5.078632  0.240
C  0.149770  -0.610533  -6.237532  1.606
H  0.669670  1.016767  -7.666132  0.300
H  -1.065530  0.912967  -7.315332  0.301
C  1.387170  -1.356333  -6.675232  -1.633
H  2.252770  -0.696633  -6.683232  0.388
H  1.256970  -1.766233  -7.677332  0.384
H  1.596070  -2.181333  -5.995132  0.357
C  -1.067730  -1.501033  -6.174232  -1.671
H  -1.937630  -0.941633  -5.835632  0.377
H  -0.902230  -2.323733  -5.479632  0.357
H  -1.289730  -1.923033  -7.155032  0.400
Rh  -0.187030  -0.276633  3.071768  0.273
C  -2.144930  -0.767333  4.317368  -0.771
C  -1.847130  0.595267  4.491268  -0.417
C  -2.023530  1.232867  3.241168  -0.712
H  -1.513030  1.069467  5.396968  0.594
C  -2.432830  0.262867  2.309968  -0.132
C  -2.489930  -0.979733  2.961568  -0.641
H  -2.744930  -1.924633  2.511468  0.451
H  -2.104930  -1.519633  5.085068  0.585
H  -1.827930  2.269867  3.038768  0.409
H  -2.620830  0.435967  1.263868  0.527
C  0.918870  -1.715833  4.620868  -0.372
C  0.148670  -2.513233  3.741668  -0.916
C  0.678170  -2.379533  2.443568  -0.369
H  -0.696730  -3.120333  4.011468  0.594
C  1.796770  -1.515233  2.531068  -0.380
C  1.946370  -1.121833  3.868368  -0.596
H  2.663170  -0.411733  4.235768  0.642
H  0.747670  -1.579133  5.675168  0.448
H  0.320470  -2.881933  1.561368  0.504
H  2.396270  -1.164533  1.708668  0.400
O  0.138170  0.322367  0.929468  0.779
C  -0.233130  -0.557733  -0.153632  -0.727
C  -0.544930  0.345767  -1.329132  -0.573
H  -1.074430  -1.164533  0.171668  0.279
H  0.610670  -1.217433  -0.362732  0.351
C  0.379970  1.529067  -1.075532  -0.728
H  -1.586630  0.665367  -1.297132  0.225
H  -0.372330  -0.147033  -2.283132  0.324
C  0.311170  1.676167  0.428168  -0.621
H  0.068470  2.435967  -1.588632  0.404
H  1.396270  1.293567  -1.391232  0.273
H  -0.548230  2.268767  0.743268  0.189
H  1.197070  2.085767  0.897068  0.362
F  0.609670  2.867267  6.238668  -0.276
C  1.278670  1.829667  5.616768  0.712
F  2.556170  1.748367  6.139168  -0.279
F  0.631970  0.665167  5.902068  -0.146
C  1.372570  2.118767  4.146968  0.267
O  2.020070  3.212267  3.815968  -0.704
O  0.882070  1.389967  3.149068  -0.245

Cartesian forces (eV/Å) of the 2 atoms listed first:
-0.1 -0.1 -0.2
0.1 0.0 0.2

***

M of number 3 (C5H5NO)?
95.10 g mol⁻¹

***

Which value of M does entry 3 give?
95.10 g mol⁻¹

***

Number 2 is which compound?
C4H12NO2S